Entry from the Open Molecules 2025 dataset: a 2-piece molecular cluster, C3H5NO2 overall (wB97M-V/def2-TZVPD).

CARTESIAN COORDINATES (ANGSTROEM)
O 0.0690 0.9029 0.9377
O 0.9226 -0.6315 -0.4406
N 2.2461 1.2027 0.2363
C 1.2097 0.5104 0.1930
C -0.8980 0.0245 0.9101
C -0.3561 -1.0754 0.0327
H -2.4663 0.8172 -1.0599
H -1.0319 -1.2192 -0.8105
H -2.4605 0.7495 -0.3170
H 3.0078 0.7446 -0.2554
H -0.2426 -2.0257 0.5736

For the HOMO-LUMO gap, the calculation gives 9.863 eV. The value obtained for the HOMO energy is -0.3556 hartree. The calculated total energy comes out at -322.41002 Ha. As for the spin multiplicity: 1. The energy above the lowest of the compared OMol25 structures with the same formula, charge and spin comes out at 431.40 kJ/mol.



Entry from the Open Molecules 2025 dataset: a 6-piece molecular cluster, H14NO5 overall in a non-equilibrium geometry (wB97M-V/def2-TZVPD).

CARTESIAN COORDINATES (ANGSTROEM)
O 0.5580 -1.1532 -1.9493
O -1.2533 1.2492 0.1078
O -3.1366 1.4411 -2.0682
O 3.7185 -0.2447 -0.2955
O -0.4609 -0.4535 3.2596
N 0.8597 -0.3771 0.8179
H 0.2618 -0.3916 -2.4635
H -0.7166 0.4145 3.5944
H 3.6530 -0.2624 -1.2588
H 1.7047 -0.2684 1.3726
H 0.1265 -1.8964 -2.3889
H 1.1985 -0.7032 -0.0973
H 4.2024 -1.0550 -0.0967
H -1.3972 1.3844 -0.8404
H -0.3995 -0.9928 4.0593
H -3.7748 1.0667 -2.6934
H 0.2919 -1.0568 1.3127
H -2.0631 0.8156 0.4017
H 0.3599 0.5237 0.7374
H -3.7331 1.9599 -1.5114

For the HOMO-LUMO gap, the calculation gives 12.261 eV. The value obtained for the HOMO energy is -0.5552 hartree. The calculated total energy comes out at -439.14272 Ha. As for the spin multiplicity: 1. The energy above the lowest of the compared OMol25 structures with the same formula, charge and spin comes out at 71.42 kJ/mol. The net charge is +1.



Entry from the Open Molecules 2025 dataset: a 2-piece molecular cluster, CH4N2O overall in a non-equilibrium geometry (wB97M-V/def2-TZVPD).

CARTESIAN COORDINATES (ANGSTROEM)
O 0.5640 -0.5844 -0.5866
N -3.6243 0.2305 0.0602
N 1.5715 0.0821 0.1312
C -2.5538 -0.0292 -0.2200
H 1.3122 0.9579 0.4189
H 1.6991 -0.4648 0.9945
H -1.5089 -0.2287 -0.4324
H 2.5403 0.0366 -0.3658

For the HOMO-LUMO gap, the calculation gives 9.612 eV. The SMILES is [NH3+][O-].C#N. The value obtained for the HOMO energy is -0.3515 hartree. The calculated total energy comes out at -225.12773 Ha. As for the spin multiplicity: 1. The energy above the lowest of the compared OMol25 structures with the same formula, charge and spin comes out at 431.29 kJ/mol.